No. 1
The following is a quantum chemistry calculation of a structure of composition C16H8Cl3NO3Pt, from OMol25.

Structure (XYZ):
```
32
Properties=species:S:1:pos:R:3:lowdin_charge:R:1
Pt -0.85 -1.31 -0.23 1.0530
Cl 4.07 -3.13 4.43 0.6637
C 2.66 -3.05 3.42 -0.6774
C 2.71 -2.35 2.23 -0.1218
C 1.55 -2.31 1.48 -0.5089
Cl 1.50 -1.51 -0.08 0.7754
C 0.35 -2.92 1.81 -0.4905
O -0.72 -2.84 1.06 -0.2793
C 0.36 -3.64 3.02 -0.5837
Cl -1.08 -4.44 3.52 0.7303
C 1.50 -3.70 3.81 -0.1234
H 3.61 -1.85 1.90 0.1119
H 1.47 -4.25 4.74 0.1088
O -4.59 -0.13 -0.49 0.1061
C -3.41 -0.33 -0.57 -0.5760
O -2.80 -1.46 -0.36 -0.1636
C -2.48 0.79 -1.04 -0.1631
C -3.04 2.04 -1.33 0.0250
C -2.21 3.05 -1.73 0.0221
C -0.83 2.80 -1.86 -0.1422
C 0.06 3.81 -2.30 -0.0242
C 1.39 3.55 -2.45 -0.0637
C 1.88 2.26 -2.17 -0.0545
C 1.05 1.27 -1.75 -0.0398
C -0.33 1.51 -1.56 -0.1739
N -1.18 0.51 -1.13 -0.0223
H -4.10 2.15 -1.21 0.1279
H -2.60 4.03 -1.96 0.1262
H -0.35 4.79 -2.52 0.1184
H 2.06 4.33 -2.78 0.1096
H 2.93 2.05 -2.30 0.1123
H 1.44 0.29 -1.56 0.0179
```

HOMO (eV): -8.199
Max |F| (eV/A): 1.09
Energy relative to the best compared isomer or geometry (same formula, charge and spin) (kcal per mole): 5.84
E_LUMO (eV): -1.14


No. 2
The following is a quantum chemistry calculation of a structure of composition C16H9BrClNO4RhS5, from OMol25.

Structure (XYZ):
```
38
Properties=species:S:1:pos:R:3:mulliken_spin:R:1
Rh 1.00 -0.09 -0.22 2.4511
Cl -6.42 -1.64 -1.49 0.0000
C -4.78 -1.01 -1.34 0.0005
C -4.40 0.18 -1.98 0.0007
C -3.09 0.68 -1.94 -0.0021
C -2.10 0.07 -1.12 0.0240
O -0.96 0.64 -0.98 0.0746
C -2.52 -1.17 -0.47 -0.0283
C -1.76 -1.74 0.56 0.0019
O -0.65 -1.38 0.97 0.0551
C -3.83 -1.65 -0.58 0.0040
H -5.14 0.76 -2.53 0.0000
H -2.86 1.62 -2.46 -0.0010
H -2.28 -2.53 1.12 0.0003
H -4.07 -2.61 -0.12 -0.0005
S 4.69 -5.63 -3.53 0.0939
C 3.76 -4.41 -2.89 0.0120
S 3.40 -2.98 -3.71 -0.0234
C 2.53 -2.19 -2.37 0.1046
C 2.48 -2.94 -1.16 0.1086
S 1.80 -2.49 0.30 0.4750
S 3.14 -4.55 -1.29 -0.0143
S 1.73 -0.74 -2.71 0.4836
Br 0.63 5.17 4.48 -0.0001
C 0.64 3.57 3.39 -0.0022
C 1.45 2.48 3.72 0.0048
C 1.40 1.40 2.86 -0.0005
N 0.66 1.37 1.76 0.0479
C -0.06 2.43 1.48 -0.0049
C -0.14 3.56 2.27 0.0028
H 2.01 2.50 4.64 0.0003
H 2.09 0.61 3.15 0.0020
H -0.58 2.40 0.56 -0.0016
H -0.66 4.46 1.98 0.0003
O 2.25 1.83 -0.81 0.0881
C 3.23 1.48 -0.07 -0.0260
O 3.25 0.41 0.55 0.0686
H 4.14 2.12 -0.03 0.0003
```

HOMO (alpha / beta) (eV): -4.487 / -5.385
Net charge: -1
Max |F| (eV/A): 1.79
Energy relative to the best compared isomer or geometry (same formula, charge and spin) (kcal per mole): 0.00
Multiplicity: 5
E_LUMO (alpha / beta) (eV): 2.14 / 1.11
Expectation value of S²: 6.030


Q: Which of these has the lowest energy relative to the best compared isomer or geometry (same formula, charge and spin)?
A: C16H9BrClNO4RhS5